No. 1
ORCA calculation (ωB97M-V/def2-TZVPD) on a molecular structure, C70H64CaGe2N3O2S4.

XYZ file:
```
146
Properties=species:S:1:pos:R:3:lowdin_charge:R:1
Ca -0.40 -0.01 -0.33 0.989
O 2.41 0.09 2.98 0.021
C 1.86 0.02 1.88 -0.632
O 0.62 -0.06 1.62 -0.211
C 2.76 0.03 0.64 -0.176
C 4.16 -0.02 0.79 0.002
C 4.95 -0.01 -0.33 -0.008
C 4.34 0.07 -1.61 -0.163
C 5.08 0.08 -2.81 -0.054
C 4.43 0.15 -4.01 -0.093
C 3.02 0.23 -4.07 -0.071
C 2.29 0.22 -2.92 -0.008
C 2.93 0.13 -1.67 -0.191
N 2.17 0.10 -0.53 0.098
H 4.56 -0.07 1.79 0.111
H 6.03 -0.06 -0.26 0.112
H 6.16 0.02 -2.77 0.109
H 5.00 0.13 -4.94 0.097
H 2.51 0.29 -5.02 0.084
H 1.20 0.27 -2.96 0.033
C -2.68 3.41 2.14 -0.037
C -2.01 2.65 1.16 -0.130
N -2.00 1.34 1.16 0.056
C -2.66 0.68 2.13 -0.138
C -3.36 1.35 3.14 -0.144
C -3.35 2.75 3.13 -0.014
C -4.07 0.60 4.14 -0.029
C -4.07 -0.74 4.12 -0.029
C -3.38 -1.46 3.10 -0.144
C -3.37 -2.87 3.04 -0.014
C -2.70 -3.49 2.02 -0.037
C -2.04 -2.71 1.07 -0.130
N -2.01 -1.40 1.11 0.054
C -2.67 -0.77 2.10 -0.138
H -2.64 4.49 2.09 0.105
H -1.49 3.14 0.34 0.059
H -3.88 3.30 3.90 0.115
H -4.60 1.15 4.92 0.111
H -4.61 -1.31 4.88 0.111
H -3.90 -3.43 3.79 0.114
H -2.68 -4.57 1.94 0.105
H -1.52 -3.17 0.24 0.051
C 4.03 2.68 -6.91 -0.056
C 2.56 2.86 -6.64 -0.281
C 2.12 3.64 -5.58 -0.008
C 0.77 3.86 -5.34 -0.196
C 0.35 4.79 -4.24 -0.036
C -0.18 3.26 -6.18 -0.165
C 0.24 2.46 -7.25 -0.255
C -0.73 1.83 -8.21 -0.045
C 1.60 2.27 -7.46 -0.024
C -1.62 3.61 -6.01 -0.218
C -2.08 4.66 -6.81 -0.039
C -3.38 5.13 -6.70 -0.069
C -4.22 4.56 -5.76 -0.043
C -3.78 3.51 -4.96 -0.215
C -2.48 3.00 -5.08 -0.188
Ge -1.89 1.47 -3.98 0.005
S -1.10 2.08 -2.08 0.133
S -3.51 -0.11 -3.81 0.349
Ge -1.73 -1.48 -4.04 -0.013
S -0.98 -2.07 -2.12 0.115
S -0.54 0.09 -5.15 0.342
C -2.05 -3.02 -5.25 -0.199
C -3.34 -3.41 -5.64 -0.208
C -3.52 -4.44 -6.56 -0.037
C -2.43 -5.12 -7.09 -0.067
C -1.16 -4.79 -6.65 -0.042
C -0.96 -3.76 -5.73 -0.218
C 0.44 -3.57 -5.26 -0.150
C 1.36 -2.80 -5.97 -0.213
C 0.98 -2.04 -7.22 -0.056
C 2.68 -2.74 -5.53 -0.024
C 3.11 -3.42 -4.40 -0.263
C 4.52 -3.33 -3.91 -0.052
C 2.18 -4.22 -3.73 -0.008
C 0.87 -4.32 -4.15 -0.227
C -0.08 -5.26 -3.46 -0.049
C -4.61 -2.86 -5.07 -0.185
C -5.46 -2.11 -5.88 -0.234
C -5.03 -1.68 -7.26 -0.032
C -6.72 -1.75 -5.41 -0.028
C -7.14 -2.10 -4.13 -0.273
C -8.51 -1.72 -3.63 -0.059
C -6.27 -2.82 -3.33 -0.011
C -5.01 -3.22 -3.77 -0.221
C -4.13 -4.02 -2.87 -0.038
C -4.73 2.97 -3.94 -0.178
C -4.63 3.38 -2.61 -0.209
C -3.61 4.41 -2.19 -0.056
C -5.49 2.83 -1.67 -0.004
C -6.47 1.92 -2.02 -0.264
C -7.35 1.28 -0.98 -0.056
C -6.62 1.59 -3.37 -0.019
C -5.76 2.10 -4.33 -0.253
C -5.91 1.70 -5.77 -0.037
H 4.63 3.15 -6.14 0.073
H 4.30 3.13 -7.87 0.076
H 4.30 1.63 -6.96 0.065
H 2.85 4.11 -4.93 0.114
H 1.22 5.30 -3.82 0.076
H -0.15 4.24 -3.44 0.018
H -0.35 5.55 -4.61 0.083
H -1.76 2.06 -7.97 0.075
H -0.63 0.74 -8.19 0.061
H -0.53 2.16 -9.23 0.082
H 1.92 1.66 -8.30 0.122
H -1.40 5.10 -7.52 0.122
H -3.73 5.94 -7.33 0.098
H -5.23 4.92 -5.63 0.120
H -4.53 -4.71 -6.85 0.119
H -2.58 -5.92 -7.81 0.098
H -0.29 -5.33 -7.01 0.123
H 0.09 -2.46 -7.69 0.077
H 1.80 -2.07 -7.94 0.078
H 0.77 -0.99 -7.00 -0.001
H 3.39 -2.13 -6.08 0.114
H 5.13 -2.70 -4.56 0.065
H 4.99 -4.32 -3.87 0.076
H 4.56 -2.91 -2.91 0.076
H 2.50 -4.78 -2.86 0.117
H 0.42 -5.74 -2.61 0.075
H -0.42 -6.05 -4.14 0.083
H -0.95 -4.73 -3.09 0.031
H -3.97 -1.45 -7.28 0.086
H -5.59 -0.79 -7.57 0.068
H -5.21 -2.46 -8.00 0.080
H -7.39 -1.18 -6.05 0.109
H -9.05 -1.13 -4.37 0.073
H -8.44 -1.12 -2.72 0.061
H -9.11 -2.60 -3.40 0.077
H -6.57 -3.09 -2.32 0.117
H -4.71 -4.44 -2.04 0.076
H -3.33 -3.41 -2.44 0.018
H -3.64 -4.85 -3.40 0.084
H -3.55 5.22 -2.92 0.080
H -2.61 3.97 -2.10 -0.022
H -3.88 4.84 -1.23 0.072
H -5.39 3.12 -0.63 0.110
H -7.29 1.81 -0.03 0.069
H -7.04 0.25 -0.80 0.079
H -8.40 1.26 -1.30 0.073
H -7.39 0.89 -3.67 0.102
H -6.76 1.04 -5.90 0.061
H -5.01 1.18 -6.11 0.069
H -6.05 2.57 -6.42 0.078
```

As for the total energy: -257022.4448 eV. The calculation puts the HOMO energy at -5.11 eV. Its LUMO energy is 0.0674 hartree. Its charge is -1. As for the HOMO-LUMO gap: 6.95 eV. The calculation puts the energy relative to the best compared isomer or geometry (same formula, charge and spin) at 0.0 kcal per mole.

***

No. 2
ORCA calculation (ωB97M-V/def2-TZVPD) on a molecular structure, C70H79N8O4OsSb.

XYZ file:
```
163
Properties=species:S:1:pos:R:3:lowdin_spin:R:1
Os -0.38 -0.80 -0.28 2.202
C -8.22 -0.92 2.21 0.000
C -7.89 0.53 1.83 0.000
C -7.50 0.62 0.34 0.000
C -9.10 1.42 2.10 0.000
C -6.72 1.05 2.67 0.001
O -6.69 2.14 3.19 0.005
N -5.62 0.19 2.76 0.012
C -4.65 0.17 3.77 0.023
C -4.97 0.57 5.07 -0.004
C -4.10 0.35 6.12 0.024
C -2.89 -0.31 5.90 -0.001
C -2.55 -0.67 4.62 0.021
C -3.39 -0.40 3.51 0.023
C -2.82 -0.60 2.16 0.153
C -2.21 -1.86 1.91 0.016
C -2.54 -3.04 2.62 0.021
C -1.65 -4.00 2.24 0.028
C -0.80 -3.43 1.26 0.009
N -1.18 -2.12 1.04 0.061
C 0.33 -4.05 0.70 0.148
C 1.09 -3.49 -0.35 0.012
C 2.09 -4.20 -1.07 0.027
C 2.65 -3.32 -1.96 0.012
C 1.95 -2.09 -1.82 0.024
C 2.20 -0.94 -2.59 0.121
C 1.37 0.19 -2.59 0.005
N 0.30 0.41 -1.76 0.057
C -0.22 1.62 -2.13 0.052
C -1.38 2.22 -1.56 0.149
C -2.10 1.71 -0.48 0.013
C -3.16 2.40 0.15 0.018
C -3.54 1.65 1.23 0.023
C -2.75 0.47 1.23 0.010
N -1.87 0.52 0.17 0.061
C -1.58 3.66 -1.91 0.012
C -0.97 4.56 -1.02 0.008
C -0.99 5.92 -1.24 0.001
C -1.65 6.42 -2.35 0.001
C -2.27 5.55 -3.23 0.001
C -2.24 4.17 -3.04 0.003
N -2.87 3.40 -4.05 0.000
C -3.09 2.06 -4.13 0.004
O -2.94 1.33 -3.16 0.043
C -3.51 1.52 -5.50 0.002
C -2.29 1.66 -6.43 0.001
C -3.87 0.05 -5.36 0.000
C -4.70 2.30 -6.07 0.000
C 0.52 2.16 -3.20 0.009
C 1.51 1.27 -3.50 0.049
C 3.44 -0.91 -3.43 0.012
C 3.52 -1.66 -4.60 0.006
C 4.69 -1.68 -5.34 0.000
C 5.80 -0.97 -4.91 0.003
C 5.73 -0.23 -3.74 0.000
C 4.55 -0.16 -3.01 0.006
N 4.48 0.55 -1.77 0.003
C 4.37 1.88 -1.41 0.001
O 3.91 2.10 -0.30 0.007
C 4.91 3.05 -2.25 0.000
C 6.44 3.06 -2.02 0.000
C 4.59 3.02 -3.75 0.001
C 4.32 4.34 -1.68 0.000
N 0.99 -2.21 -0.84 0.064
C 0.76 -5.35 1.27 0.017
C -0.15 -6.41 1.32 0.015
C 0.15 -7.59 1.97 -0.001
C 1.37 -7.72 2.62 0.016
C 2.30 -6.69 2.55 -0.001
C 2.03 -5.52 1.86 0.017
N 3.06 -4.55 1.73 0.002
C 3.94 -4.16 2.73 0.000
O 3.70 -4.34 3.90 0.000
C 5.23 -3.52 2.19 0.000
C 6.14 -3.22 3.37 0.000
C 4.92 -2.22 1.43 0.000
C 5.92 -4.51 1.24 0.000
H -9.13 -1.23 1.68 0.000
H -8.41 -1.01 3.28 0.000
H -7.43 -1.62 1.93 0.000
H -8.35 0.32 -0.27 0.000
H -6.66 -0.04 0.10 0.000
H -7.23 1.65 0.08 0.000
H -9.93 1.11 1.46 0.000
H -8.87 2.46 1.89 0.000
H -9.42 1.34 3.14 0.000
H -5.56 -0.54 2.06 0.001
H -5.93 1.04 5.26 0.000
H -4.38 0.66 7.12 0.001
H -2.21 -0.52 6.72 0.000
H -1.58 -1.12 4.45 0.000
H -3.36 -3.14 3.32 0.000
H -1.60 -5.02 2.60 0.002
H 2.31 -5.25 -0.95 0.001
H 3.44 -3.51 -2.67 0.000
H -3.58 3.34 -0.18 0.001
H -4.30 1.91 1.94 0.002
H -0.44 4.16 -0.16 0.001
H -0.49 6.59 -0.55 0.000
H -1.69 7.49 -2.54 0.000
H -2.80 5.95 -4.09 0.000
H -3.14 3.94 -4.85 0.000
H -1.43 1.11 -6.04 0.000
H -1.99 2.71 -6.58 0.000
H -2.54 1.25 -7.41 0.000
H -3.04 -0.51 -4.92 0.000
H -4.08 -0.37 -6.35 0.000
H -4.75 -0.09 -4.73 0.000
H -4.47 3.34 -6.31 0.000
H -5.55 2.29 -5.37 0.000
H -5.02 1.83 -7.00 0.000
H 0.31 3.11 -3.69 0.000
H 2.24 1.32 -4.29 0.002
H 2.66 -2.23 -4.93 0.000
H 4.74 -2.26 -6.26 0.000
H 6.72 -1.00 -5.47 0.000
H 6.61 0.30 -3.38 0.000
H 4.10 -0.01 -1.02 0.001
H 6.91 2.15 -2.40 0.000
H 6.67 3.15 -0.96 0.000
H 6.87 3.91 -2.54 0.000
H 4.91 2.11 -4.25 0.000
H 5.11 3.86 -4.23 0.000
H 3.52 3.16 -3.92 0.000
H 4.56 4.46 -0.62 0.000
H 3.23 4.35 -1.79 0.000
H 4.73 5.19 -2.22 0.000
H -1.10 -6.31 0.80 0.000
H -0.56 -8.41 1.97 0.000
H 1.62 -8.63 3.15 0.001
H 3.26 -6.80 3.03 0.000
H 3.27 -4.24 0.81 0.001
H 5.63 -2.61 4.12 0.000
H 7.04 -2.69 3.03 0.000
H 6.46 -4.14 3.87 0.000
H 4.57 -1.46 2.12 0.000
H 4.17 -2.36 0.65 0.000
H 5.84 -1.86 0.96 0.000
H 6.02 -5.50 1.71 0.000
H 6.93 -4.15 1.01 0.000
H 5.38 -4.63 0.30 0.000
C 3.21 3.16 2.87 0.006
C 2.99 1.66 2.99 0.094
Sb 1.26 0.90 1.93 0.199
C 1.18 -1.04 2.93 -0.002
C 1.66 -1.04 4.38 0.001
C -0.20 1.84 3.24 0.037
C -0.70 3.20 2.76 0.003
H 3.97 3.47 3.59 0.003
H 2.30 3.73 3.08 0.000
H 3.56 3.43 1.87 0.000
H 2.78 1.36 4.02 0.009
H 3.86 1.10 2.62 0.000
H 1.75 -1.75 2.33 0.000
H 0.13 -1.33 2.87 -0.001
H 2.73 -0.84 4.46 0.000
H 1.50 -2.02 4.83 0.000
H 1.13 -0.30 4.99 0.000
H 0.32 1.92 4.19 0.004
H -1.02 1.13 3.35 0.001
H 0.12 3.90 2.58 0.001
H -1.34 3.65 3.53 0.000
H -1.29 3.12 1.85 0.001
```

As for the total energy: -102977.5302 eV. The calculation puts the HOMO energy (alpha / beta) at -12.13 / -12.62 eV. Its LUMO energy (alpha / beta) is -0.2407 / -0.2943 hartree. Its charge is +2. As for the HOMO-LUMO gap (alpha / beta): 5.58 / 4.61 eV. The multiplicity is 5.

***

Q: Look up the charge of the second one.
A: +2

***

Q: What is the charge in the second record?
A: +2

***

Q: Which of these has the highest charge?
A: C70H79N8O4OsSb